No. 1
The following is a quantum chemistry calculation of a gas-phase ion, C3HO3 (charge -1) at a distorted geometry, from OMol25.

Geometry (Å):
1 C 0.06 0.11 -0.04
2 C 1.35 -0.41 -0.03
3 C -1.30 0.26 -0.02
4 O -2.01 1.27 0.08
5 O 2.15 -1.33 0.08
6 O 1.38 0.91 0.01
7 H -1.61 -0.80 -0.09

The highest occupied orbital energy comes out at -3.20 eV. The net charge is -1.

No. 2
The following is a quantum chemistry calculation of 2 unconnected molecules or ions with the total composition C3HO3 at a distorted geometry, from OMol25.

Geometry (Å):
1 C -1.96 -0.22 0.07
2 C 0.98 0.64 0.00
3 C 1.86 -0.19 0.00
4 O 2.80 -0.98 0.10
5 O -1.71 -0.87 -0.88
6 O -2.27 0.35 1.05
7 H 0.29 1.26 -0.34

The highest occupied orbital energy comes out at -2.55 eV. The net charge is -1.

No. 3
The following is a quantum chemistry calculation of a gas-phase ion, C3HO3 (charge -1) at a distorted geometry, from OMol25.

Geometry (Å):
1 C 0.05 -0.21 0.03
2 C -1.14 -0.79 0.11
3 C 0.89 0.80 -0.21
4 O 2.25 0.94 0.13
5 O -2.21 -0.97 -0.28
6 O -0.26 -1.26 1.01
7 H 0.41 1.49 -0.79

The highest occupied orbital energy (alpha / beta) comes out at -0.33 / -4.91 eV. The net charge is -1. As for the spin multiplicity: 3.

No. 4
The following is a quantum chemistry calculation of a molecular structure, C3HO3Rb at a distorted geometry, from OMol25.

Geometry (Å):
1 O 1.45 -0.11 -1.30
2 C -1.01 -0.32 0.89
3 C 0.49 -0.87 -1.12
4 O -1.34 -0.74 1.96
5 O -0.65 0.90 0.45
6 C -0.71 -0.48 -0.46
7 Rb 1.20 3.57 0.94
8 H 0.56 -1.95 -1.37

The highest occupied orbital energy comes out at -6.87 eV.

Q: Which energy relative to the best compared isomer or geometry (same formula, charge and spin) values were calculated for the entries above? A: 46.70 24.78 40.56 0.00, in kcal/mol.